Entry from OMol25: a structure of composition C42H38MnN3P2S2 in a non-equilibrium geometry (the ωB97M-V functional and the def2-TZVPD basis).

```
88
Properties=species:S:1:pos:R:3:forces:R:3
Mn 0.47800 0.56109 1.14303 0.75 -0.58 -0.65
S 0.01340 1.60815 2.87848 -0.63 1.70 2.51
S 2.78115 0.72581 1.37917 1.51 0.98 -0.60
P 0.27968 -1.55097 0.26840 0.55 -1.62 -2.40
P -0.65342 1.45093 -0.67961 -1.77 1.31 -2.02
N 4.25149 2.93543 1.39175 0.78 2.00 0.10
N 3.27523 2.55164 -0.68163 0.33 1.38 0.67
N 0.25726 -0.64316 -2.37052 -0.27 0.45 0.92
C 1.84898 -4.27000 2.79735 -0.60 -0.05 0.19
C 3.74623 3.78556 -1.02707 -0.51 -1.75 -0.20
C -2.30278 -2.69824 -0.07493 0.27 -0.75 0.13
C -1.11231 0.08207 4.81675 -0.58 0.03 -0.14
C -1.20683 -5.07557 -1.06922 1.06 -0.22 0.41
C -1.88406 -2.07326 -5.10480 0.00 0.77 0.54
C 1.13038 -0.20320 6.36647 1.33 0.64 -0.48
C 4.50344 4.64291 -0.22992 -0.07 -0.45 0.30
C -2.48771 1.30370 -0.77888 0.63 0.65 -0.59
C 3.49682 2.16739 0.58644 -1.20 -0.18 -0.28
C -1.03011 5.45193 0.18181 0.03 -0.65 0.45
C 4.74055 4.20227 1.04351 0.00 -1.28 0.28
C 3.69205 -3.01450 1.88117 1.03 -0.78 0.73
C 0.37398 -2.81754 -5.38418 0.06 -0.17 0.02
C 0.75608 -2.20814 -4.18032 -0.14 0.78 -0.18
C -4.43332 1.77167 -2.09998 -0.09 0.22 -0.51
C 0.09148 0.56138 4.28051 0.65 -0.70 1.12
C 2.84403 -2.30128 1.07621 0.47 0.98 -1.72
C -2.56712 -5.01469 -0.86050 -0.75 0.14 0.46
C -0.00513 3.95279 -1.92713 0.68 -0.16 -0.21
C 3.21202 -4.02212 2.72874 -0.02 0.02 0.21
C 1.48404 -2.52211 1.14058 -0.29 -1.00 0.86
C -0.41405 6.10249 -0.88155 0.52 -0.12 -0.24
C -0.92996 -2.68746 -5.89051 0.08 -0.56 -0.35
C -3.27137 0.91518 0.29738 0.82 -0.46 0.02
C -1.04082 4.05272 0.24105 0.66 -0.23 -0.21
C -0.90306 -2.80159 -0.25644 -1.25 0.15 0.12
C 1.19326 -1.23420 -1.42611 -0.55 1.18 0.26
C -0.50186 3.28930 -0.81324 -0.58 0.10 0.19
C -0.07183 0.78797 -2.35716 2.27 -0.37 1.02
C 0.99151 -3.51603 1.98919 0.08 0.03 0.78
C -5.23963 1.31684 -1.03532 -0.03 0.40 0.03
C -1.50306 -1.40573 -3.93214 -0.42 0.03 0.87
C 1.25910 0.33725 5.06171 -0.86 0.39 0.98
C -3.11297 -3.82154 -0.33663 -0.59 0.16 -0.20
C -3.04350 1.83493 -1.96016 -0.43 -0.36 0.94
C -0.37171 -3.97333 -0.74877 -0.33 -1.78 -0.91
C -0.11902 -0.53950 6.90686 0.42 -0.63 0.62
C -1.23898 -0.47250 6.08920 0.22 0.30 -0.43
C 0.16802 5.33716 -1.89930 -0.44 0.31 -0.21
C -4.64690 0.97426 0.20651 -1.60 -0.27 -0.18
C -0.16327 -1.41194 -3.45718 -0.96 -1.10 -2.00
H 1.45531 -5.01125 3.53032 0.28 0.60 -0.88
H -0.08208 -3.64477 2.04553 0.02 -0.24 0.11
H 3.22123 -1.59397 0.28354 -0.15 -0.91 1.31
H -2.94211 -2.08021 -5.40263 0.59 0.14 0.11
H -3.19829 -5.92564 -1.03383 0.59 1.16 0.18
H 4.76034 -2.79981 1.87870 -0.22 -0.15 -0.19
H -0.70705 1.05553 -3.18826 -0.45 -0.16 0.06
H -2.01170 0.27597 4.26001 -0.28 -0.19 -0.26
H -5.28282 0.72073 1.09435 0.65 0.18 -1.07
H 4.90844 5.55686 -0.65363 -0.20 -0.04 0.39
H 1.56637 -2.18440 -1.83400 -0.20 0.30 0.46
H -4.89494 2.11622 -3.05708 0.34 -0.34 1.03
H 1.81853 -2.18381 -3.87929 -0.65 -0.31 -0.25
H -2.73775 0.50581 1.16396 -0.52 0.33 -0.01
H 5.31686 4.77789 1.78526 -0.37 -0.65 -0.28
H -1.43428 6.00047 1.02709 -0.06 0.06 -0.24
H -2.70201 -1.77141 0.34235 -0.13 -0.39 -0.18
H -1.40222 3.49926 1.11051 -0.19 0.48 -0.10
H 0.72291 5.83146 -2.70217 -0.45 -0.16 0.13
H 4.39984 2.56753 2.32452 0.04 0.22 0.11
H -1.27524 -3.05961 -6.87707 0.72 -0.07 0.82
H -2.32823 -0.93487 -3.34463 0.96 -0.19 -0.35
H 1.12562 -3.41873 -5.90932 -0.35 0.42 0.03
H 3.85514 -4.64064 3.36474 0.05 0.53 -0.37
H 0.87943 1.35429 -2.50864 -0.37 -0.19 0.06
H 2.19908 0.76482 4.74427 0.16 -0.29 -0.10
H 3.50965 4.08326 -2.03703 -0.03 -0.03 -0.18
H -2.37482 2.34397 -2.66180 -0.57 -0.37 -0.09
H -0.76145 -6.05797 -1.33180 -0.18 0.98 -0.12
H -2.22007 -0.81208 6.40737 0.19 0.18 0.13
H 2.04344 -0.56291 -1.18670 -0.28 -0.28 -0.38
H 0.27671 3.38273 -2.81688 0.21 0.31 0.32
H 0.69510 -4.13751 -0.90671 -0.20 0.28 0.22
H 2.07837 -0.27019 6.97831 -1.36 -0.01 -0.68
H -0.19189 -0.88278 7.97085 0.07 0.31 -1.21
H -6.34407 1.31930 -1.20953 1.13 -0.10 0.50
H -4.20946 -3.80357 -0.13609 1.05 0.23 -0.16
H -0.34521 7.19586 -0.92371 -0.05 -0.51 0.13
```
Forces are in eV/Å.

Summary:
LUMO energy (alpha / beta) = -8.15 / -6.35 eV
Expectation value of S² = 6.49
DFT total energy = -4417.0462 Ha
2S+1 = 5
Charge = +2



Entry from OMol25: a cluster of 11 separate species, C21H47Cl4N5O22 in total in a non-equilibrium geometry (the ωB97M-V functional and the def2-TZVPD basis).

```
99
Properties=species:S:1:pos:R:3:forces:R:3
Cl -1.63516 1.39646 -4.67545 0.12 -0.08 0.01
Cl -1.84337 -1.30139 -6.45263 0.34 -0.13 -0.27
Cl -1.18513 -0.05298 0.48800 -0.06 -0.04 -0.61
Cl 0.88743 0.43722 -1.93769 0.11 0.02 0.15
O -0.87596 2.78479 4.58281 -0.46 -1.12 -0.06
O 4.63145 -3.51130 1.31790 -0.25 -0.02 0.46
O 0.28867 4.71694 4.57383 0.10 0.04 0.51
O -5.29281 -1.87724 3.65384 -0.70 -0.85 0.46
O -1.45234 -4.08725 -4.00882 -0.23 -0.20 0.11
O 4.58576 -3.12768 -3.24693 0.13 -0.41 0.09
O 0.84558 4.57670 -3.53490 0.80 -1.25 0.48
O -2.14148 4.58621 1.10682 -0.59 -0.04 0.24
O -5.50276 0.32314 3.15385 -0.29 0.61 0.42
O 0.70665 -4.67398 -4.28861 0.28 -0.63 -0.18
O -3.62788 -0.60598 2.85249 0.14 0.49 -0.35
O 1.66526 6.20437 -4.63869 0.14 0.23 -0.18
O 0.52690 -3.59431 2.00278 -0.06 0.30 0.72
O -0.06002 3.46263 2.73042 -0.44 -0.48 -0.11
O 4.99532 -1.03325 -3.25808 -0.11 0.52 -0.01
O 1.68035 -4.92779 3.23611 -0.07 0.51 0.19
O 4.05468 -2.27357 -0.34157 -0.84 0.55 -0.21
O -0.57224 6.08231 -4.37886 -0.66 0.52 -0.23
O 1.92680 -1.95232 4.48951 -0.28 -0.63 0.01
O 1.97757 0.02986 3.66939 -0.07 -0.20 -0.28
O 0.16300 -3.69386 -2.47089 -0.07 0.09 0.19
O -3.50535 4.90406 2.75293 0.13 -0.51 -0.35
N 4.24991 -1.97318 -3.40582 0.10 -0.72 -0.23
N 2.50825 -1.01069 4.01550 0.11 1.20 0.41
N 0.73485 -4.18667 3.05426 0.12 -1.05 -1.05
N -2.95197 4.19053 1.93267 0.30 0.37 -0.13
N 4.85539 -2.90102 0.29910 0.89 -0.35 -0.24
C -2.64049 -1.12139 -4.89060 -0.83 0.08 0.70
C -6.86573 0.35441 3.53640 -1.41 0.36 -1.23
C 0.80721 4.26848 1.92953 0.37 0.14 0.66
C 2.84395 -1.74863 -3.82024 -0.10 0.94 0.44
C -0.96667 2.67449 5.98989 -0.32 0.33 0.67
C -0.17204 3.74894 4.03814 0.68 0.65 -0.90
C -2.65981 -1.61742 2.98044 0.42 -1.01 1.28
C 3.99369 -1.06743 3.92613 -0.38 -0.11 0.03
C -4.87797 -0.83446 3.26706 1.20 0.30 -0.44
C -3.23056 2.72120 1.93252 0.18 0.13 -0.08
C -0.21051 3.94607 -2.82287 -1.84 0.75 -0.36
C 0.52820 -0.52624 0.55808 0.61 -0.79 0.47
C 0.34438 -5.29410 -5.52527 -0.24 0.54 -0.83
C 0.53368 5.66655 -4.19983 0.09 -0.11 -0.07
C 6.25917 -2.91036 -0.19880 0.18 -0.42 0.26
C 1.44516 0.38000 -0.22579 -0.17 1.23 0.06
C -0.33709 -4.23019 4.07869 0.40 0.45 0.64
C -0.80030 -3.17466 -1.56702 -0.13 0.82 1.03
C -0.31922 -4.16758 -3.61896 0.21 0.44 -0.09
C -1.87062 -0.22390 -3.94977 0.87 0.10 0.00
C 1.52481 7.31082 -5.53360 -0.37 -0.19 -0.13
H 6.25787 -2.66486 -1.25414 0.04 0.21 0.05
H 1.05676 5.15120 2.51682 0.12 0.11 -0.33
H -0.01516 2.92450 -2.51782 0.90 0.33 0.25
H -0.84104 -3.27263 4.14055 -0.19 -0.12 -0.44
H -3.40584 2.41186 2.95580 0.02 -0.05 -0.03
H 1.43261 1.41571 0.11488 -0.36 -0.03 0.07
H 0.13442 -4.40064 5.04213 0.09 -0.23 -0.11
H -0.53901 4.64473 -2.05072 0.24 -0.47 0.50
H -1.74370 1.94314 6.19538 -0.09 0.04 -0.17
H -1.69423 -1.12934 2.91336 -0.03 -0.06 -0.44
H 2.24083 -2.59628 -3.51802 0.13 -0.12 -0.16
H -3.63041 -0.71759 -5.09487 0.02 0.02 0.03
H 2.54520 -0.84423 -3.29351 -0.09 -0.14 -0.12
H -7.20072 1.38835 3.62374 0.67 0.12 0.55
H 6.80283 -2.22274 0.44562 -0.01 0.24 -0.27
H 0.66260 -0.60924 1.63496 0.79 0.53 -0.06
H 4.29441 -1.73456 4.72585 0.29 -0.16 -0.28
H 0.72026 -1.54000 0.20200 -0.58 0.08 -0.08
H 1.22028 -5.70899 -6.01428 0.26 -0.08 0.53
H -0.03111 -4.52395 -6.20029 -0.23 -0.04 0.04
H 1.70407 3.67620 1.74231 0.05 0.10 -0.03
H -2.35722 2.27072 1.47706 0.04 -0.15 0.22
H 2.81399 -1.53281 -4.88529 0.14 -0.25 -0.05
H -2.67556 -2.08691 3.97245 -0.40 0.33 0.11
H 6.66377 -3.90014 -0.00480 -0.12 -0.05 -0.10
H -1.24476 3.62674 6.43830 0.05 0.05 -0.02
H -1.20339 -3.94954 -0.91681 -0.21 -0.22 -0.37
H -1.57800 -2.57757 -2.03893 -0.12 -0.42 -0.33
H -0.95546 -5.07734 3.79870 -0.24 0.17 0.02
H -2.25565 -0.00631 -2.95477 -0.75 -0.42 -0.21
H -0.89642 -0.67018 -3.73921 0.13 0.18 -0.36
H 0.33643 4.52769 0.98699 -0.29 -0.07 0.14
H -0.31314 -2.47434 -0.88520 0.29 -0.35 -0.44
H 4.18961 -1.43544 2.92119 0.29 -0.21 0.15
H -2.77139 -2.47344 2.31395 -0.07 0.44 -0.53
H -7.46524 0.05764 2.66648 0.08 -0.63 0.25
H 1.01699 7.00614 -6.44928 0.25 -0.22 -0.10
H 4.37092 -0.06097 4.06326 -0.03 0.02 -0.07
H -4.09536 2.51268 1.30735 -0.13 0.26 0.08
H -0.05668 2.30881 6.46427 0.26 0.12 -0.34
H 2.50352 0.13187 -0.25473 -0.16 -0.73 0.17
H -7.13353 -0.23374 4.40727 0.34 -0.08 0.05
H -2.74615 -2.11898 -4.46620 0.08 0.04 0.04
H -0.42214 -6.05256 -5.39712 0.01 -0.04 0.17
H 2.54947 7.60719 -5.71584 -0.07 0.33 -0.16
H 0.89339 8.10258 -5.13375 0.30 0.06 0.38
H -1.10553 3.84220 -3.44248 0.22 0.18 -0.30
```
Forces are in eV/Å.

Summary:
LUMO energy = -0.26 eV
Energy relative to the best compared isomer or geometry (same formula, charge and spin) = 54.5 kJ/mol
DFT total energy = -4597.7215 Ha



Entry from OMol25: an isolated molecule of C6H14Cl2Si2 in a non-equilibrium geometry (the ωB97M-V functional and the def2-TZVPD basis).

```
24
Properties=species:S:1:pos:R:3:forces:R:3
Cl 3.70291 -1.01254 0.79237 0.60 -0.20 0.30
Cl 0.57520 3.73326 0.97752 0.21 0.83 0.23
Si 0.23745 1.90107 0.27003 0.30 -3.73 -2.55
Si 1.86956 -0.63549 -0.03335 -1.14 1.09 0.00
C -0.45392 -2.21267 -0.36329 0.35 -1.04 -2.05
C 1.94343 0.57329 -1.41551 -1.85 0.46 -0.31
C -2.47116 1.35836 0.83580 -1.49 1.10 -0.69
C 1.06668 -2.27324 -0.55747 0.53 0.00 -1.37
C -1.59934 1.59346 -0.38484 0.70 -0.49 0.25
C 0.86392 0.41433 1.31521 -3.92 -1.80 -4.58
H 2.78510 1.22551 -1.51173 0.60 0.40 0.22
H -2.28497 0.48272 1.35729 1.08 -1.45 1.50
H 1.67485 0.22378 -2.46269 -0.04 0.47 1.34
H -2.19669 2.38287 -0.88629 1.30 -0.30 -0.48
H 1.48322 -3.11750 -0.03582 0.19 -0.26 0.62
H -1.04052 -3.10349 -0.68255 0.69 0.39 -0.24
H 1.42415 -2.47874 -1.61784 -0.69 0.50 0.94
H -1.55380 0.62551 -0.97945 -0.02 1.43 0.36
H 1.45591 0.67474 2.05704 2.60 1.09 3.92
H -0.56222 -2.22728 0.67273 -0.84 0.78 1.81
H -0.07434 -0.15691 1.61482 1.23 0.69 0.18
H -0.84562 -1.35699 -0.91908 -0.29 0.03 0.59
H -2.51194 2.26138 1.46664 -0.03 -0.55 0.04
H -3.48788 1.12461 0.49045 -0.07 0.56 -0.03
```
Forces are in eV/Å.

Summary:
LUMO energy = 0.12 eV
Energy relative to the best compared isomer or geometry (same formula, charge and spin) = 0.0 kJ/mol
DFT total energy = -1736.4091 Ha



Entry from OMol25: a structure of composition C3H4CdO4 in a non-equilibrium geometry (the ωB97M-V functional and the def2-TZVPD basis).

```
12
Properties=species:S:1:pos:R:3:forces:R:3
Cd 0.43343 1.21865 -3.79323 -0.44 -0.32 -3.24
O -0.21243 -0.25268 -0.77859 0.21 0.78 -2.18
O 0.99236 1.27980 0.24939 0.33 1.13 -0.40
O -0.39681 -0.32274 2.55162 -0.28 -0.46 -1.19
O 0.68514 1.37591 -1.94815 0.86 1.29 1.68
C -0.06138 -1.14565 0.32398 0.81 -1.56 1.40
C 0.49074 0.83076 -0.85510 -1.23 -1.86 2.74
C -0.88101 -0.69576 1.50987 -0.50 0.86 1.08
H 0.35002 1.74789 0.82944 0.38 -0.32 0.18
H -1.97429 -0.67322 1.32085 0.11 -0.07 0.22
H 0.99450 -1.24140 0.61458 -0.26 0.20 -0.20
H -0.42027 -2.12158 -0.02467 0.01 0.34 -0.09
```
Forces are in eV/Å.

Summary:
LUMO energy = -13.28 eV
Energy relative to the best compared isomer or geometry (same formula, charge and spin) = 0.0 kJ/mol
DFT total energy = -584.5980 Ha
Charge = +2



Entry from OMol25: a cluster of 2 separate species, C2H7S2 in total in a non-equilibrium geometry (the ωB97M-V functional and the def2-TZVPD basis).

```
11
Properties=species:S:1:pos:R:3:forces:R:3
S 0.80030 0.67030 2.15245 0.10 0.04 0.29
S -0.18154 -0.68112 -1.57968 -0.63 0.36 -0.13
C -1.03912 -1.13910 -0.04265 -0.31 -0.75 -0.44
C -0.04907 1.12351 -1.38174 1.01 -0.35 0.96
H 0.44323 1.51072 -2.27341 -0.08 0.04 0.04
H -0.93217 1.69960 -1.11949 -0.48 -0.37 -0.40
H -1.98723 -1.63305 -0.30235 0.13 0.27 0.06
H -1.18576 -0.29283 0.61511 0.09 0.21 0.00
H -0.43058 -1.85604 0.50038 0.13 0.07 0.07
H 0.60332 1.20603 -0.49914 0.03 0.35 -0.36
H 0.74812 -0.48883 2.84268 0.01 0.13 -0.10
```
Forces are in eV/Å.

Summary:
LUMO energy = 3.44 eV
Energy relative to the best compared isomer or geometry (same formula, charge and spin) = 47.5 kJ/mol
DFT total energy = -876.7919 Ha
Charge = -1



Entry from OMol25: an isolated molecule of C18H18N2O5 (the ωB97M-V functional and the def2-TZVPD basis).

```
43
Properties=species:S:1:pos:R:3:forces:R:3
O 3.18843 0.89122 1.49680 0.10 0.02 -0.17
O 2.23722 -2.32993 -0.81978 0.10 0.08 0.07
O -1.14166 -1.88914 2.05417 -0.10 0.02 0.33
O -1.67473 -1.98441 -2.04018 0.02 0.04 -0.52
O 2.03871 -1.26559 1.13661 -0.02 0.12 -0.05
N -0.49514 -2.16922 -0.11269 -0.02 -0.03 -0.68
N -2.79177 -1.79573 -0.06931 -0.33 0.01 0.38
C -0.28190 -2.08744 1.21970 0.46 0.00 0.16
C 3.45328 2.01384 2.30571 0.08 0.24 0.13
C -4.91306 2.70081 -0.10021 -0.07 0.08 0.06
C -5.63874 1.75826 0.60698 -0.05 0.11 0.06
C -5.38074 0.40922 0.43174 0.04 -0.08 -0.10
C 3.82019 0.76140 0.31443 0.04 -0.14 -0.22
C -3.92919 2.29114 -0.98533 0.07 0.01 -0.06
C 2.54578 -1.40614 -0.09247 -0.14 -0.41 -0.13
C 3.50962 -0.36211 -0.47972 0.14 0.27 0.06
C 5.05650 0.38755 -2.18016 0.08 0.05 -0.06
C -4.08300 -1.47051 -0.64072 0.04 0.01 -0.18
C 4.13250 -0.52439 -1.71768 -0.10 0.01 0.19
C -1.70453 -1.96543 -0.83222 0.25 -0.14 0.48
C -4.40132 -0.00807 -0.45781 -0.10 -0.07 0.01
C 4.75681 1.67523 -0.17008 -0.06 0.14 0.28
C -3.67487 0.94373 -1.16364 -0.03 0.01 0.00
C 5.36560 1.48800 -1.39672 -0.07 -0.13 -0.03
C 1.18440 -2.29163 1.62117 -0.16 -0.48 0.12
H 1.25507 -2.24964 2.70956 -0.10 0.00 -0.22
H 3.19559 2.94762 1.79654 0.02 -0.04 0.01
H 4.50060 2.04500 2.62198 -0.04 0.00 -0.03
H 6.08776 2.21308 -1.74170 0.05 0.07 -0.02
H -2.91153 0.61812 -1.85522 0.10 -0.04 -0.09
H 3.86525 -1.39277 -2.30037 -0.02 -0.05 -0.03
H -2.66538 -1.72058 0.93486 0.14 -0.05 -0.15
H 5.01773 2.54368 0.41340 -0.01 0.05 0.07
H 5.53136 0.24682 -3.13802 0.04 -0.02 -0.09
H 2.81670 1.89453 3.18075 0.06 0.05 -0.05
H -5.11374 3.75320 0.03733 -0.02 0.08 0.01
H -5.94789 -0.32422 0.98723 -0.06 -0.09 0.05
H 1.52397 -3.26596 1.24713 -0.05 0.15 0.13
H -3.36172 3.02410 -1.53993 0.04 0.06 -0.05
H -4.02804 -1.71670 -1.70483 -0.10 -0.03 0.17
H -6.40594 2.07350 1.29900 -0.06 0.03 0.06
H -4.84464 -2.09258 -0.16227 0.03 0.06 -0.11
H 0.30642 -2.36785 -0.71401 -0.21 0.06 0.19
```
Forces are in eV/Å.

Summary:
LUMO energy = 0.24 eV
Energy relative to the best compared isomer or geometry (same formula, charge and spin) = 24.0 kJ/mol
DFT total energy = -1182.4858 Ha



Which of these has the lowest DFT total energy? C21H47Cl4N5O22



Which of these has the lowest DFT total energy? C21H47Cl4N5O22



Which value of DFT total energy does entry 2 give? -4597.7215 Ha